Arrangement a

Entry from the OMol25 dataset: an isolated molecule of C8H19N (ωB97M-V/def2-TZVPD).

Geometry as XYZ:
```
28
Properties=species:S:1:pos:R:3:lowdin_charge:R:1
C 0.94 0.23 -0.99 -0.564
C -0.91 -0.37 0.93 -0.515
C -0.47 0.45 -0.64 -0.088
C 2.00 0.77 -0.05 -0.047
C 0.82 1.38 -2.46 -0.014
C -0.55 0.53 2.10 -0.083
C -2.42 -0.49 0.82 -0.099
C -0.30 -1.75 1.12 -0.084
N 1.29 -1.03 -1.49 0.064
H 0.61 -1.48 -2.09 0.093
H 1.85 -1.63 -0.90 0.081
H -1.15 -0.01 -1.35 0.101
H -0.71 1.48 -0.41 0.105
H 1.70 1.73 0.36 0.085
H 2.93 0.89 -0.60 0.085
H 2.18 0.08 0.77 0.069
H 1.49 0.96 -3.20 0.039
H -0.14 1.53 -2.96 0.041
H 1.20 2.35 -2.13 0.040
H -2.71 -1.16 0.01 0.077
H -0.51 -2.40 0.26 0.077
H -0.94 1.54 1.95 0.081
H 0.52 0.60 2.26 0.063
H -1.00 0.16 3.03 0.083
H -2.86 -0.89 1.74 0.080
H -2.88 0.48 0.64 0.080
H 0.77 -1.71 1.29 0.065
H -0.74 -2.25 1.99 0.084
```

The SMILES is CC(C)(C)CC(C)(C)N. Its HOMO energy is -7.92 eV. Its net charge is 0.



Arrangement b

Entry from the OMol25 dataset: a cluster of 3 separate species, C8H19N in total (ωB97M-V/def2-TZVPD).

Geometry as XYZ:
```
28
Properties=species:S:1:pos:R:3:lowdin_charge:R:1
C 1.63 0.13 2.01 -0.268
C -0.66 -2.13 0.52 -0.138
C 0.64 -1.20 -1.29 -0.145
C 2.94 -0.09 1.32 -0.111
C 0.96 1.29 2.02 -0.044
N 0.18 -1.04 0.08 -0.198
H 1.34 -0.66 2.69 0.094
H -1.53 -2.30 -0.13 0.066
H -1.01 -1.92 1.53 0.075
H -0.07 -3.05 0.54 0.077
H 1.21 -0.32 -1.58 0.075
H 1.28 -2.08 -1.34 0.076
H -0.18 -1.34 -2.01 0.067
H 3.72 -0.29 2.05 0.072
H 0.13 1.46 2.68 0.044
H 3.21 0.77 0.72 0.072
H 2.86 -0.96 0.67 0.058
H -0.32 -0.14 0.17 0.063
H 1.32 2.14 1.45 0.048
C -1.21 2.13 -1.50 -0.109
C -2.18 1.21 -0.85 -0.263
C -2.80 0.21 -1.47 -0.024
H -2.40 1.42 0.19 0.097
H -1.59 3.15 -1.48 0.074
H -0.26 2.13 -0.95 0.059
H -1.02 1.85 -2.53 0.074
H -3.53 -0.40 -0.97 0.052
H -2.64 0.01 -2.51 0.058
```

The SMILES is C=CC.C=CC.CNC. Its HOMO energy is -8.21 eV. Its net charge is 0.



Most stable: arrangement a



Arrangement a

Entry from the OMol25 dataset: an isolated molecule of C4H11N3 (ωB97M-V/def2-TZVPD).

Geometry as XYZ:
```
18
Properties=species:S:1:pos:R:3:lowdin_charge:R:1
C 1.43 0.97 -0.12 -0.302
C 0.06 1.59 0.04 -0.205
C -1.06 0.56 0.04 -0.187
N -0.41 -2.30 0.38 0.071
C -1.04 -1.79 -0.60 -0.332
N -0.90 -0.49 -1.01 -0.002
N 1.81 0.06 0.97 -0.007
H 1.60 0.39 -1.01 0.093
H 2.25 1.69 -0.17 0.102
H -0.08 2.48 -0.57 0.103
H 0.08 2.06 1.03 0.105
H -1.07 0.05 1.00 0.101
H -1.98 1.10 -0.18 0.111
H -0.44 -3.31 0.25 0.041
H -1.77 -2.44 -1.09 0.118
H -1.55 -0.27 -1.75 0.111
H 1.35 -0.84 0.90 0.022
H 1.75 0.48 1.88 0.057
```

The SMILES is [H]/N=C/NCCCN. Its HOMO energy is -8.48 eV. Its net charge is 0.



Arrangement b

Entry from the OMol25 dataset: a cluster of 2 separate species, C4H11N3 in total (ωB97M-V/def2-TZVPD).

Geometry as XYZ:
```
18
Properties=species:S:1:pos:R:3:lowdin_charge:R:1
C -1.12 -0.27 1.47 -0.043
C -1.18 -0.01 -0.01 -0.581
N -1.61 1.23 -0.42 0.101
N -1.24 -1.05 -0.82 0.094
H -2.06 1.81 0.29 0.098
H -2.04 1.29 -1.34 0.096
H -1.50 -0.74 -1.76 0.035
H -2.14 -0.35 1.87 0.084
H -0.63 0.57 1.97 0.076
H -0.59 -1.20 1.68 0.078
C 2.11 -1.02 -0.07 -0.100
C 1.41 0.19 -0.63 -0.355
N 1.68 1.38 -0.19 0.069
H 1.05 2.09 -0.56 0.030
H 1.00 0.02 -1.66 0.109
H 1.60 -1.92 -0.40 0.064
H 3.13 -1.05 -0.45 0.075
H 2.12 -0.97 1.02 0.071
```

The SMILES is [H]/N=C(/C)N.[H]/N=C/C. Its HOMO energy is -9.04 eV. Its net charge is 0.



Most stable: arrangement a



Arrangement a

Entry from the OMol25 dataset: a cluster of 2 separate species, C4H11N3 in total (ωB97M-V/def2-TZVPD).

Geometry as XYZ:
```
18
Properties=species:S:1:pos:R:3:lowdin_charge:R:1
C 1.96 -0.84 -0.91 -0.043
C 1.43 -1.81 -0.16 -0.318
N 0.65 -2.87 -0.62 0.026
H 1.78 -0.82 -1.98 0.042
H 2.60 -0.10 -0.46 0.038
H 1.63 -1.80 0.90 0.102
H 0.24 -2.71 -1.53 0.079
H -0.04 -3.19 0.04 0.075
C -1.49 0.55 1.43 -0.166
N -1.10 2.30 -0.67 0.085
C -0.15 2.08 0.31 -0.335
N -0.26 1.32 1.33 -0.038
H -1.57 0.19 2.45 0.063
H -1.45 -0.31 0.75 0.068
H -2.42 1.09 1.21 0.068
H -0.74 2.64 -1.54 0.079
H -1.81 1.60 -0.80 0.067
H 0.74 2.68 0.24 0.109
```

The SMILES is C/N=C\N.C=CN. Its HOMO energy is -8.27 eV. Its net charge is 0.



Arrangement b

Entry from the OMol25 dataset: an isolated molecule of C4H11N3 (ωB97M-V/def2-TZVPD).

Geometry as XYZ:
```
18
Properties=species:S:1:pos:R:3:lowdin_charge:R:1
C -0.03 1.86 -0.30 -0.254
C -0.99 0.82 0.22 -0.180
C -0.84 -0.64 -0.24 -0.370
C 0.22 -1.03 -0.96 -0.216
N 0.92 -2.21 -0.74 0.004
N -1.49 -1.58 0.56 0.067
N 1.39 1.68 0.34 -0.016
H -0.07 1.92 -1.44 0.115
H -0.16 2.92 -0.02 0.100
H -2.01 1.22 0.05 0.105
H -0.88 0.88 1.34 0.121
H 0.66 -0.20 -1.59 0.117
H 1.90 -2.30 -1.12 0.104
H 0.94 -2.52 0.26 0.094
H -1.33 -1.41 1.50 0.042
H -1.39 -2.60 0.40 0.100
H 1.69 2.40 1.01 0.060
H 1.48 0.79 0.74 0.007
```

The SMILES is N/C=C(\N)CCN. Its HOMO energy is -7.23 eV. Its net charge is 0.



Arrangement c

Entry from the OMol25 dataset: an isolated molecule of C4H11N3 (ωB97M-V/def2-TZVPD).

Geometry as XYZ:
```
18
Properties=species:S:1:pos:R:3:lowdin_charge:R:1
C 0.69 0.51 1.99 -0.088
C 1.65 -0.65 -1.37 -0.023
N 1.02 -0.63 -0.26 0.027
H 1.52 -0.19 2.00 0.061
H 0.34 0.44 3.02 0.057
H 1.03 1.53 1.78 0.057
H 2.68 -1.03 -1.40 0.070
H 1.20 -0.33 -2.32 0.074
C -1.33 -1.13 -0.64 -0.035
C -0.33 -0.06 -0.21 -0.725
N -0.44 1.12 -1.02 0.080
N -0.62 0.28 1.15 -0.035
H -0.01 1.90 -0.54 0.078
H -1.42 1.36 -1.14 0.076
H -1.20 1.12 1.20 0.095
H -1.18 -1.43 -1.68 0.073
H -1.24 -2.03 -0.02 0.082
H -2.36 -0.77 -0.54 0.076
```

The SMILES is C=N[C@](C)(N)NC. Its HOMO energy is -8.45 eV. Its net charge is 0.



Most stable: arrangement a



Arrangement a

Entry from the OMol25 dataset: the ion C8H15N2 with charge +1 (ωB97M-V/def2-TZVPD).

Geometry as XYZ:
```
25
Properties=species:S:1:pos:R:3:lowdin_charge:R:1
C 1.67 -0.48 -0.23 -0.342
C 0.41 -1.07 -0.89 -0.041
C 1.19 -0.26 1.21 -0.069
C -0.40 1.72 0.75 -0.099
C -1.43 0.54 -0.97 -0.035
C -0.24 0.23 1.05 -0.197
C -1.26 1.75 -0.47 0.001
C -1.75 -1.54 0.18 0.021
N -0.77 -0.49 -0.17 -0.232
N 2.01 0.79 -0.84 0.065
H 0.35 -0.83 -1.95 0.143
H 0.40 -2.16 -0.76 0.140
H 1.22 -1.20 1.76 0.129
H 1.81 0.46 1.74 0.134
H -0.84 2.27 1.58 0.132
H 0.57 2.18 0.50 0.115
H -1.97 0.23 -1.84 0.141
H -0.86 -0.05 1.91 0.159
H -1.65 2.66 -0.88 0.129
H -2.03 -2.10 -0.71 0.119
H -1.32 -2.22 0.92 0.120
H -2.64 -1.07 0.59 0.122
H 2.49 -1.22 -0.27 0.151
H 2.84 1.18 -0.40 0.099
H 2.21 0.69 -1.82 0.095
```

The SMILES is C[N@@+]12C=CC[C@@H]1C[C@H](N)C2. Its HOMO energy is -13.43 eV. Its net charge is +1.



Arrangement b

Entry from the OMol25 dataset: the ion C8H15N2 with charge +1 (ωB97M-V/def2-TZVPD).

Geometry as XYZ:
```
25
Properties=species:S:1:pos:R:3:lowdin_charge:R:1
C -1.15 -3.36 0.15 -0.004
C -0.32 -1.75 -1.27 -0.073
C 0.08 -1.48 0.07 -0.212
C -0.88 3.10 -0.75 -0.092
C 1.62 -0.34 1.76 -0.030
C 0.31 2.17 -0.26 -0.218
C -0.21 0.86 0.41 -0.152
C 0.91 -0.29 0.39 -0.287
N -1.09 -2.98 -1.10 0.016
N -0.52 -2.31 0.86 0.166
H -0.94 -0.88 -1.56 0.161
H 0.40 -2.00 -2.06 0.175
H -1.61 3.29 0.02 0.059
H -0.54 4.08 -1.21 0.091
H -1.45 2.78 -1.66 0.075
H 0.81 -0.80 2.39 0.080
H 2.54 -1.03 1.81 0.118
H 1.94 0.69 2.01 0.105
H 0.80 1.86 -1.17 0.097
H 1.04 2.64 0.32 0.082
H -0.48 1.07 1.53 0.157
H -1.20 0.60 -0.19 0.139
H 1.57 -0.06 -0.48 0.160
H -1.15 -3.74 -1.87 0.212
H -0.51 -2.14 1.87 0.174
```

Its HOMO energy is -13.63 eV. Its net charge is +1.



Most stable: arrangement a



Arrangement a

Entry from the OMol25 dataset: the ion C8H15N2 with charge +1 (ωB97M-V/def2-TZVPD).

Geometry as XYZ:
```
25
Properties=species:S:1:pos:R:3:lowdin_charge:R:1
C 1.21 1.04 0.00 -0.017
C 1.48 -1.33 0.00 -0.064
C -0.13 1.06 0.02 -0.124
C -0.92 -0.56 0.08 -0.370
C -1.05 2.21 -0.01 -0.031
C -1.86 -0.76 1.21 -0.018
C -1.58 -0.75 -1.27 -0.029
C 3.45 -0.08 0.06 0.035
N 1.98 -0.14 0.05 -0.102
N 0.19 -1.62 0.12 0.131
H 1.81 1.97 0.09 0.149
H 2.18 -2.14 -0.24 0.176
H -0.53 3.12 0.09 0.078
H -1.69 2.00 0.81 0.076
H -1.51 2.28 -1.06 0.131
H -1.62 -1.74 1.64 0.088
H -2.92 -0.80 0.90 0.104
H -1.68 0.00 1.96 0.091
H -1.41 -1.77 -1.57 0.091
H -1.09 -0.19 -2.03 0.079
H -2.59 -0.44 -1.33 0.083
H 3.74 -0.55 -0.82 0.087
H 3.63 0.94 -0.16 0.087
H 3.81 -0.42 1.01 0.111
H -0.18 -2.54 0.31 0.159
```

The SMILES is CC1=CN(C)C=[NH+]C1(C)C. Its HOMO energy is -12.86 eV. Its net charge is +1.



Arrangement b

Entry from the OMol25 dataset: the ion C8H15N2 with charge +1 (ωB97M-V/def2-TZVPD).

Geometry as XYZ:
```
25
Properties=species:S:1:pos:R:3:lowdin_charge:R:1
C -0.95 0.34 -1.51 -0.037
C -0.98 -1.74 -0.55 -0.044
C 0.47 0.38 -1.02 -0.285
C 0.41 -0.06 0.56 -0.429
C 1.38 -0.37 -1.94 -0.039
C 1.70 -0.31 1.26 -0.033
C -1.78 1.22 1.01 -0.087
C -0.29 1.07 1.45 -0.117
N -1.39 -0.86 -1.47 0.125
N -0.34 -1.28 0.52 0.149
H -1.29 1.15 -2.20 0.173
H -1.50 -2.68 -0.76 0.167
H 0.80 1.37 -1.06 0.126
H 1.27 -1.50 -1.88 0.110
H 2.41 -0.10 -1.65 0.099
H 1.05 -0.13 -3.03 0.135
H 2.48 0.48 1.17 0.115
H 2.13 -1.27 0.96 0.091
H 1.51 -0.31 2.44 0.143
H -1.99 1.70 0.01 0.072
H -2.45 1.90 1.63 0.100
H -2.38 0.24 1.05 0.100
H -0.31 0.74 2.48 0.109
H 0.25 1.96 1.26 0.106
H -0.22 -1.92 1.25 0.152
```

The SMILES is CC[C@@]1(C)[NH+]=CN=C[C@@H]1C. Its HOMO energy is -14.36 eV. Its net charge is +1.



Most stable: arrangement a



Arrangement a

Entry from the OMol25 dataset: a cluster of 2 separate species, C4H12N2O2 in total (ωB97M-V/def2-TZVPD).

Geometry as XYZ:
```
20
Properties=species:S:1:pos:R:3:lowdin_charge:R:1
C 0.91 -1.05 0.03 -0.401
C -1.22 0.18 0.27 -0.194
C -2.53 -0.62 0.44 -0.280
C 2.68 2.00 -0.64 -0.168
N -0.23 -0.57 -0.47 0.024
N -2.42 -1.80 1.27 -0.008
O 1.82 1.34 -1.53 -0.141
O 1.79 -1.55 -0.64 0.008
H 2.13 0.43 -1.63 0.051
H -0.33 -0.59 -1.47 0.154
H 0.97 -0.97 1.13 0.141
H -2.12 -1.56 2.20 0.066
H -1.74 -2.44 0.88 0.062
H -1.42 1.12 -0.24 0.119
H -0.81 0.40 1.26 0.117
H -2.89 -0.93 -0.54 0.109
H -3.28 0.04 0.89 0.108
H 3.71 2.04 -1.01 0.080
H 2.30 3.02 -0.54 0.079
H 2.68 1.52 0.35 0.073
```

The SMILES is NCCNC=O.CO. Its HOMO energy is -9.46 eV. Its net charge is 0.



Arrangement b

Entry from the OMol25 dataset: a cluster of 2 separate species, C4H12N2O2 in total (ωB97M-V/def2-TZVPD).

Geometry as XYZ:
```
20
Properties=species:S:1:pos:R:3:lowdin_charge:R:1
N -1.25 1.65 0.06 0.026
C -0.97 0.85 -1.16 -0.237
C 0.48 0.98 -1.67 -0.277
N 0.81 -0.31 -2.34 -0.027
H -0.48 0.92 0.97 0.076
H -1.18 2.63 -0.18 0.115
H -2.22 1.49 0.35 0.119
H -1.16 -0.20 -0.94 0.103
H -1.62 1.09 -2.01 0.115
H 0.57 1.87 -2.33 0.106
H 1.20 1.18 -0.82 0.113
H 1.73 -0.26 -2.74 0.043
H 0.87 -1.06 -1.56 0.066
O 0.64 -1.61 0.21 0.002
C 0.46 -1.07 1.31 -0.567
O 0.20 0.21 1.56 -0.016
C 0.52 -1.92 2.59 -0.012
H 0.70 -1.31 3.48 0.069
H -0.52 -2.39 2.76 0.106
H 1.22 -2.75 2.47 0.075
```

The SMILES is CC(=O)O.NCCN. Its HOMO energy is -8.87 eV. Its net charge is 0.



Arrangement c

Entry from the OMol25 dataset: a cluster of 2 separate species, C4H12N2O2 in total (ωB97M-V/def2-TZVPD).

Geometry as XYZ:
```
20
Properties=species:S:1:pos:R:3:lowdin_charge:R:1
C 0.38 0.82 1.18 -0.064
C -0.25 0.59 -0.18 -0.391
C -1.23 -0.59 -0.17 -0.049
N 0.86 0.47 -1.17 0.066
C 1.61 -0.69 -1.28 -0.615
N 2.78 -0.51 -1.98 0.146
O 1.32 -1.73 -0.73 0.045
H -0.30 1.19 1.96 0.071
H 0.78 -0.09 1.63 0.084
H 1.23 1.51 1.13 0.077
H -0.72 1.49 -0.51 0.126
H -2.04 -0.13 0.40 0.054
H -0.74 -1.46 0.25 0.069
H -1.51 -0.84 -1.19 0.088
H 1.30 1.34 -1.42 0.125
H 2.84 0.20 -2.68 0.089
H 3.40 -1.30 -2.05 0.096
H -3.28 -0.78 1.86 0.021
H -2.86 0.58 2.49 0.019
O -3.57 -0.06 2.43 -0.058
```

The SMILES is CC(C)NC(N)=O.O. Its HOMO energy is -9.65 eV. Its net charge is 0.



Most stable: arrangement c